# 1
This record from the OMol25 dataset describes a structure of composition C38H48AsCl2N6Si in a non-equilibrium geometry. The level of theory is ωB97M-V with the def2-TZVPD basis set.

Structure (XYZ):
```
96
Properties=species:S:1:pos:R:3:forces:R:3
C -10.331360 -0.560851 -8.768966 0.0 0.1 0.0
C -6.382146 3.416269 6.483639 0.0 0.0 0.0
C -7.874789 1.786287 -5.971371 -0.1 -0.1 -0.1
H 5.665467 -1.588403 5.045268 0.0 0.0 0.0
N -0.715229 1.596538 -2.234732 -0.1 0.1 -0.2
Si 5.163276 -0.174906 1.508737 0.0 -0.8 -0.2
H 4.662187 -0.303807 -0.960169 -0.3 0.0 0.1
C -11.498333 -1.024440 -6.874317 0.0 0.1 0.1
H -8.567121 1.296638 -6.646315 0.0 0.0 0.0
C 6.551940 0.576455 2.584821 -0.2 0.1 -0.8
C -3.137692 2.923923 -2.602348 -0.1 0.1 0.1
H 10.135443 -1.858697 -0.288587 0.0 0.0 0.0
C -5.240783 2.995301 7.147807 0.0 0.0 0.1
C 0.271986 0.056866 3.865615 0.1 -0.1 0.3
H 2.983400 -1.128740 3.023976 -0.2 -0.2 0.4
C -10.736609 -1.740242 -9.374406 0.0 0.0 0.0
H -9.677849 0.132744 -9.287584 0.0 0.0 0.0
H 6.699825 1.636899 2.379782 -0.2 0.1 0.2
C -8.139598 3.060032 -5.494150 0.1 0.0 0.0
C -6.460195 3.204765 5.116022 0.0 0.0 -0.1
H 9.688491 -2.918706 7.461333 0.0 0.0 0.0
H -4.079348 3.438361 -2.746946 0.0 0.0 0.0
H -7.336651 3.515536 4.556239 0.0 0.0 0.1
H -6.466209 0.157727 -5.916287 0.0 0.0 0.0
H 1.662904 -1.305468 4.734865 0.1 -0.2 0.0
H 5.516696 -2.521362 0.634176 -0.3 -0.1 -0.1
H 9.947395 -4.463515 -3.693730 0.0 0.0 0.0
H 3.630716 0.974182 3.712060 -0.1 -0.1 0.3
Cl 0.503188 2.402773 2.651729 0.3 -0.2 0.0
C -2.976500 2.022955 -1.562184 0.1 0.0 -0.1
C 6.581213 -1.684075 6.995318 0.0 0.0 0.0
C -6.711799 1.151544 -5.567456 0.0 0.1 0.0
H 5.735110 -1.253117 7.512841 0.0 0.0 0.0
H -3.637903 1.755709 4.454774 0.0 0.0 0.0
C 6.541670 -1.869477 5.620788 0.0 -0.1 -0.3
C 8.637204 -2.749861 5.594644 0.0 0.0 -0.2
H 7.467578 -4.246756 -3.593961 0.0 0.0 0.0
C -11.957978 -2.228362 -7.385542 0.0 0.0 0.0
H -4.942088 1.362246 -4.353622 0.0 0.0 0.0
C 8.098968 -3.733343 -2.876007 -0.1 0.0 0.0
C 5.335103 0.265559 -0.325134 0.8 0.2 0.0
As 2.983671 0.316957 2.406712 0.3 0.3 -0.7
H 1.566548 -0.038542 -1.261568 -0.8 -0.6 0.0
H 0.588171 -2.004123 3.492063 0.2 -0.2 0.0
H -2.152703 3.848801 -4.281059 0.0 0.0 0.0
H -11.905177 -3.522265 -9.099987 0.0 0.0 0.0
H 11.316588 -3.237823 -2.002084 0.0 0.0 0.0
N -10.698254 -0.194772 -7.541670 0.0 -0.1 -0.1
C 2.177591 -0.497665 0.714177 -0.5 -0.5 0.7
H 7.646060 -1.772607 -0.341864 0.0 0.0 0.0
H 6.297292 -2.333214 2.172656 0.0 0.0 0.2
H 6.254239 0.434223 3.620678 0.2 0.1 0.2
H 5.205745 1.329666 -0.523793 -0.3 0.1 0.0
H 3.046755 1.736952 1.700376 -0.4 0.1 0.0
H 0.749973 0.915145 0.096769 0.8 1.0 -0.1
N -6.100957 3.045868 -4.232534 -0.1 0.0 -0.1
H -12.604812 -2.863643 -6.796268 0.0 0.0 0.0
C 1.471771 0.161481 -0.196902 -0.1 -0.1 -0.3
H 2.357512 -1.569621 0.573100 1.2 0.2 -0.5
C -0.887222 2.464740 -3.228956 0.1 0.0 0.0
H -0.057546 -1.654934 5.080645 0.1 0.0 0.2
C 8.197297 -2.356808 -1.070156 -0.2 0.0 0.1
H 9.439244 -3.171021 4.996675 0.0 0.0 0.1
C -5.862908 1.821704 -4.699127 0.1 0.0 0.1
C 0.659043 -1.316962 4.333242 -0.9 0.1 0.0
Cl -1.331612 0.633528 4.370049 0.0 -0.4 0.1
N -5.500196 2.622315 4.399742 0.0 0.0 0.2
N 7.455616 -3.003589 -1.967422 0.1 0.0 0.0
H -0.026213 2.611464 -3.873668 0.0 0.0 0.0
C -7.223101 3.642400 -4.632249 0.1 0.1 0.1
H 7.509428 0.095670 2.380486 0.0 -0.2 0.2
H -1.575904 0.679271 -0.620479 0.0 0.0 0.0
H -9.036607 3.590562 -5.783614 0.0 0.0 0.0
H -3.324688 2.042068 6.898313 0.0 0.0 -0.1
C -4.408628 2.225364 5.054478 0.0 0.0 -0.2
H 4.535469 -2.523679 2.131042 -0.1 -0.1 0.0
H 7.791325 -1.933700 8.752960 0.0 0.0 0.0
H -10.408312 -1.984513 -10.375354 0.0 0.0 0.0
H -3.783019 1.814300 -0.872140 0.0 0.0 0.0
C 5.387736 -2.077022 1.622659 0.5 0.4 -0.1
C -4.232184 2.386335 6.421438 0.0 0.0 0.1
H -11.781438 -0.699862 -5.878933 0.0 -0.1 0.0
C 9.584072 -2.406644 -1.040504 0.0 0.0 0.0
C -2.070214 3.152663 -3.456547 0.0 0.0 0.0
N 7.547258 -2.394456 4.918088 0.0 0.0 0.2
C -11.567333 -2.590652 -8.663907 0.0 -0.1 0.0
C 1.070100 0.798898 3.132375 -0.2 1.0 -0.2
C 10.235384 -3.172176 -1.992551 0.1 0.0 0.0
C -1.749069 1.389658 -1.422742 0.1 -0.1 0.1
C 7.723450 -2.062445 7.679593 0.0 0.0 0.1
H -5.139898 3.140518 8.216450 0.0 0.0 0.0
C 8.777495 -2.608588 6.966770 0.0 0.0 0.0
H -7.388262 4.639143 -4.236608 0.0 0.0 0.0
C 9.479277 -3.853198 -2.932837 0.0 0.0 0.0
H 6.346516 0.032278 -0.679638 0.1 0.0 0.0
H -7.193949 3.897374 7.013009 0.0 0.0 0.0
```
Forces are in eV/Å.

Computed properties:
- E_tot (Ha) = -5250.7763
- charge = -1
- lowest unoccupied orbital energy (eV) = 1.7
- strongest force on any atom (eV/Å) = 1.31
- ΔE to the lowest compared entry with this formula, charge and spin (kcal per mole) = 0.0
- Kohn-Sham gap (eV) = 5.1

***

# 2
This record from the OMol25 dataset describes a structure of composition C38H48BrEuN6OSSi. The level of theory is ωB97M-V with the def2-TZVPD basis set.

Structure (XYZ):
```
97
Properties=species:S:1:pos:R:3:forces:R:3
H 1.281333 -0.248609 5.288822 0.0 0.0 0.0
H -6.578187 0.680074 -0.525676 0.0 0.0 0.0
H -2.306182 -4.565226 4.266088 0.0 0.0 0.0
C -3.312784 5.917856 2.706644 0.0 0.0 0.0
H 7.980329 3.011237 -3.562655 0.0 0.0 0.0
H 1.507693 -0.298468 2.911941 -0.3 0.0 -0.1
C 5.267884 3.321470 -5.309574 0.0 0.0 0.0
H -1.402535 2.629559 -3.638941 0.0 0.0 0.0
H 3.196756 -2.717740 -4.137586 0.0 0.0 0.0
H -0.094113 2.150940 -4.691774 0.0 0.0 0.0
H -1.185273 0.179198 -5.372230 0.0 0.0 0.0
C 2.195603 -1.814959 4.097892 0.1 0.1 0.0
H 3.584852 -0.159556 4.338346 0.0 0.0 0.0
C -5.673631 0.300867 -0.067957 0.0 0.0 0.0
H 3.994071 -1.587818 5.286212 0.0 0.0 0.0
C -2.247947 -5.072687 0.906926 0.0 0.1 0.0
C 7.077208 2.704784 -4.076921 0.0 0.0 0.0
C -4.065663 4.775691 2.936411 0.0 0.0 0.0
C 6.706835 1.365824 -4.097374 0.0 0.0 0.0
H -1.736562 2.830200 -1.363731 0.0 0.0 0.0
H -3.375833 -6.504248 3.484265 0.0 0.0 0.0
N 6.375825 3.670681 -4.660459 0.0 0.0 0.0
H -3.623128 6.866627 3.124637 0.0 0.0 0.0
C -3.373324 -0.649556 1.122924 0.1 0.0 0.0
C -1.370905 -3.312405 2.806520 0.0 0.0 0.0
H 7.310027 0.615652 -3.605301 0.0 0.0 0.0
C -1.532656 -3.929701 0.638883 0.0 0.0 0.0
H 2.586702 0.786066 -0.811264 0.0 0.0 0.0
Br -1.178746 -3.446537 -1.172248 -0.2 -0.3 -0.2
C -2.527604 -5.319295 2.249947 -0.1 -0.1 0.0
H 0.716753 1.987279 -2.394788 0.0 0.0 0.0
C -0.791892 1.776491 -3.941451 0.0 0.0 0.0
N -1.076270 -3.064881 1.524607 0.0 0.0 -0.1
H -1.568609 6.727911 1.756022 0.0 0.0 0.0
H 3.273095 -1.155592 1.695933 0.0 -0.1 0.0
C -2.151571 0.308931 -2.090595 0.1 0.0 0.0
H -0.861388 4.582041 0.808912 0.0 0.0 0.0
H -4.965107 4.832304 3.536126 0.0 0.0 0.0
C 2.744094 0.018123 -1.564888 0.1 0.0 0.1
H 0.243038 -1.650062 5.034543 0.0 0.0 0.0
C -2.088616 -4.415006 3.216866 0.0 0.0 0.0
H 4.261000 1.143574 -2.558980 0.0 0.0 0.0
N 2.336588 -1.555684 1.639498 -0.1 0.1 0.1
C 4.810152 2.015232 -5.397895 0.0 -0.1 0.0
H 4.306062 -1.584885 3.562681 0.0 0.0 0.0
C -1.961471 -0.389028 -3.427360 0.0 0.0 0.0
C 2.182375 -2.025216 -2.390595 0.0 0.0 0.0
C -1.768945 4.620945 1.403425 0.0 0.0 0.0
C -2.513286 3.456958 1.618360 0.0 0.1 -0.1
C -3.430859 0.700239 0.772515 -0.1 0.0 0.0
H -1.007952 -2.580736 3.516554 0.0 0.0 0.0
H 4.719952 4.124862 -5.787782 0.0 0.0 0.0
H -4.707053 2.205798 -0.084711 0.0 0.0 0.0
C 5.544079 1.020683 -4.766317 0.0 0.1 0.0
H -4.349312 -2.566457 1.150320 0.0 0.0 0.0
N 1.590065 -1.309418 2.839886 0.1 -0.1 0.2
C -3.668800 3.560448 2.395179 0.0 0.0 0.0
C -4.425558 -1.521447 0.870120 0.0 0.0 0.0
H -4.272262 2.679151 2.584177 0.0 0.0 0.0
O -3.226192 -6.426520 2.534414 0.0 0.1 0.0
C 3.872711 -0.760030 -3.514795 0.0 0.0 0.0
H -2.592809 -5.742006 0.133993 0.0 0.0 0.0
H 1.573447 -2.918048 -2.305071 0.0 0.0 0.0
H 0.215022 1.627612 2.022610 0.0 0.0 0.0
H -1.138436 -1.109424 -3.349843 0.0 0.0 0.0
H -0.944735 0.578884 2.840355 0.0 0.0 0.0
C -1.155219 2.108063 -0.771840 -0.1 0.0 -0.1
H -0.191402 2.588088 -0.563835 0.0 0.0 0.0
C -1.669421 0.649756 -4.515282 0.0 0.0 0.0
C 3.600559 -1.251848 4.326570 0.0 0.0 0.0
H -2.885260 1.116487 -2.213151 -0.1 -0.1 0.0
H -2.481331 -1.036101 1.605447 0.0 0.1 0.1
H -2.612767 1.063180 -4.876328 0.0 0.0 0.0
S 5.022369 -0.675127 -4.838870 -0.1 -0.1 0.0
H 2.448925 -3.736548 5.046796 0.0 0.0 0.0
C 3.095249 -1.915965 -3.418406 0.0 0.0 0.0
H 1.288199 -3.747506 3.713929 0.0 0.0 0.0
C 2.241700 -3.339332 4.053365 0.0 0.0 0.0
H 3.032150 -3.707380 3.395559 0.0 0.0 0.0
H 0.557916 0.373896 -3.063381 0.0 0.0 0.0
Si -1.910366 1.804572 0.964039 0.0 -0.1 0.1
C 1.272263 -1.337831 5.213306 0.0 0.0 0.0
H 3.908672 1.777778 -5.946431 0.0 0.0 0.0
C -0.008663 1.252673 -2.745795 0.0 0.0 0.0
Eu 0.017733 -0.898334 0.256595 0.3 -0.5 0.1
H 1.594569 -1.742963 6.171809 0.0 0.0 0.0
C 3.690119 0.226810 -2.549121 0.0 0.0 0.0
N 1.986309 -1.076033 -1.467611 0.2 0.0 -0.3
C -2.160009 5.839694 1.938071 0.0 0.0 0.0
H -2.569175 -0.378067 -1.351454 0.0 0.1 0.0
C -5.579243 -1.045465 0.265408 0.0 0.0 0.0
C -4.613561 1.159077 0.185866 0.0 0.0 0.0
N -0.872876 0.888575 -1.589190 0.0 0.2 0.0
H 2.460803 -2.561133 1.568846 -0.1 0.0 -0.1
C -0.602837 0.907425 1.849614 -0.1 0.6 0.4
H -6.406653 -1.713728 0.065533 0.0 0.0 0.0
H -2.856095 -0.965638 -3.664844 0.0 0.0 0.0
```
Forces are in eV/Å.

Computed properties:
- E_tot (Ha) = -5852.4582
- charge = +1
- lowest unoccupied orbital energy (alpha / beta) (eV) = -2.1 / -2.1
- strongest force on any atom (eV/Å) = 0.71
- ΔE to the lowest compared entry with this formula, charge and spin (kcal per mole) = 0.0
- Kohn-Sham gap (alpha / beta) (eV) = 7.1 / 7.4
- spin multiplicity = 8